# 1
ORCA calculation (ωB97M-V with the def2-TZVPD basis set) on one molecule with the formula C2HCl3 at a distorted geometry.

Structure (ORCA input):
```
! RIJCOSX wB97M-V def2-TZVPD def2/J DEFGRID3
* xyz 0 1
Cl -0.60 1.97 -0.11
Cl -2.04 -0.50 -0.24
Cl 2.17 0.07 -0.27
C -0.50 0.30 -0.07
C 0.57 -0.36 0.35
H 0.40 -1.48 0.34
*
```

Summary:
- SMILES = ClC=C(Cl)Cl
- gap between HOMO and LUMO (Eh) = 0.3516
- largest force on an atom (eV Å⁻¹) = 3.9
- energy relative to the best compared isomer or geometry (same formula, charge and spin) (kcal per mole) = 16.9

# 2
ORCA calculation (ωB97M-V with the def2-TZVPD basis set) on one molecule with the formula C2HCl3O2S at a distorted geometry.

Structure (ORCA input):
```
! RIJCOSX wB97M-V def2-TZVPD def2/J DEFGRID3
* xyz 0 3
Cl 2.57 1.02 0.80
Cl 2.33 -0.04 -1.74
Cl 2.59 -1.99 0.50
S -0.69 -1.79 -0.13
O -0.16 -3.12 0.05
O -2.11 -1.61 -0.04
C 0.23 -0.46 0.28
C 1.99 -0.36 -0.07
H -0.47 0.40 0.12
*
```

Summary:
- gap between HOMO and LUMO (alpha / beta) (Eh) = 0.2917 / 0.3032
- largest force on an atom (eV Å⁻¹) = 6.8
- ⟨S²⟩ = 2.011
- energy relative to the best compared isomer or geometry (same formula, charge and spin) (kcal per mole) = 15.8

# 3
ORCA calculation (ωB97M-V with the def2-TZVPD basis set) on one molecule with the formula C2HCl3OS at a distorted geometry.

Structure (ORCA input):
```
! RIJCOSX wB97M-V def2-TZVPD def2/J DEFGRID3
* xyz 0 1
Cl 1.30 -1.01 -1.72
Cl 1.47 -1.84 0.95
Cl 2.03 0.91 0.17
S -1.24 1.30 -0.54
O -2.63 1.40 -0.22
C -0.64 0.02 0.26
C 0.93 -0.44 -0.01
H -1.21 -0.35 1.12
*
```

Summary:
- gap between HOMO and LUMO (Eh) = 0.3350
- largest force on an atom (eV Å⁻¹) = 3.2
- energy relative to the best compared isomer or geometry (same formula, charge and spin) (kcal per mole) = 34.8

# 4
ORCA calculation (ωB97M-V with the def2-TZVPD basis set) on a 2-piece molecular cluster, C2HCl3OS overall at a distorted geometry.

Structure (ORCA input):
```
! RIJCOSX wB97M-V def2-TZVPD def2/J DEFGRID3
* xyz 0 1
Cl -0.44 0.46 1.25
Cl -1.05 0.49 -3.46
Cl 0.07 2.43 -1.66
S 0.99 -0.24 -1.43
O -2.27 1.02 -0.43
C 0.02 0.76 -2.16
C -1.71 0.12 0.11
H -1.92 -0.86 0.18
*
```

Summary:
- SMILES = S=C(Cl)Cl.O=CCl
- gap between HOMO and LUMO (Eh) = 0.3192
- largest force on an atom (eV Å⁻¹) = 4.0
- energy relative to the best compared isomer or geometry (same formula, charge and spin) (kcal per mole) = 12.1

# 5
ORCA calculation (ωB97M-V with the def2-TZVPD basis set) on one molecule with the formula C2HCl3S at a distorted geometry.

Structure (ORCA input):
```
! RIJCOSX wB97M-V def2-TZVPD def2/J DEFGRID3
* xyz 0 1
Cl -0.74 -2.08 1.99
Cl 1.38 1.64 -1.43
Cl 1.28 -1.45 -0.19
S -1.50 -0.76 0.68
C 0.15 1.02 -0.48
C 0.10 -0.23 -0.09
H -0.66 1.86 -0.48
*
```

Summary:
- SMILES = Cl/C=C(\Cl)SCl
- gap between HOMO and LUMO (Eh) = 0.3293
- largest force on an atom (eV Å⁻¹) = 3.4
- energy relative to the best compared isomer or geometry (same formula, charge and spin) (kcal per mole) = 5.5

# 6
ORCA calculation (ωB97M-V with the def2-TZVPD basis set) on a 2-piece molecular cluster, C2HClF2S overall at a distorted geometry.

Structure (ORCA input):
```
! RIJCOSX wB97M-V def2-TZVPD def2/J DEFGRID3
* xyz 0 1
Cl 2.04 0.52 0.14
S 0.72 -1.17 -1.84
F -0.29 0.62 1.50
F -1.38 -0.99 0.59
C -0.40 -0.17 0.49
C 0.67 -0.40 -0.41
H -1.37 1.59 -0.48
*
```

Summary:
- gap between HOMO and LUMO (alpha / beta) (Eh) = 0.2858 / 0.2720
- largest force on an atom (eV Å⁻¹) = 1.2
- energy relative to the best compared isomer or geometry (same formula, charge and spin) (kcal per mole) = 89.7

# 7
ORCA calculation (ωB97M-V with the def2-TZVPD basis set) on one molecule with the formula C2HClF3NO2 at a distorted geometry.

Structure (ORCA input):
```
! RIJCOSX wB97M-V def2-TZVPD def2/J DEFGRID3
* xyz 0 1
Cl 0.37 1.18 1.72
F 2.33 0.57 -1.22
F 1.48 -1.36 -0.96
F 2.35 -0.39 0.71
O -0.46 2.75 -0.54
O 0.09 1.33 -2.08
N -0.08 1.72 -0.94
C 1.61 -0.17 -0.31
C 0.28 0.62 0.10
H -0.56 -0.24 0.02
*
```

Summary:
- SMILES = O=[N+]([O-])[C@H](Cl)C(F)(F)F
- gap between HOMO and LUMO (Eh) = 0.4209
- largest force on an atom (eV Å⁻¹) = 3.6
- energy relative to the best compared isomer or geometry (same formula, charge and spin) (kcal per mole) = 0.0

# 8
ORCA calculation (ωB97M-V with the def2-TZVPD basis set) on C2HClF4S as an isolated structure at a distorted geometry.

Structure (ORCA input):
```
! RIJCOSX wB97M-V def2-TZVPD def2/J DEFGRID3
* xyz 0 1
Cl 0.96 -1.70 -0.38
S -1.37 -1.21 0.78
F -0.51 1.21 0.75
F -2.73 0.91 0.84
F -1.65 0.68 -1.00
F 1.83 0.62 -1.18
C -1.50 0.47 0.30
C 2.07 -0.48 -0.41
H 2.92 -0.50 0.29
*
```

Summary:
- gap between HOMO and LUMO (alpha / beta) (Eh) = 0.3394 / 0.2520
- largest force on an atom (eV Å⁻¹) = 2.5
- energy relative to the best compared isomer or geometry (same formula, charge and spin) (kcal per mole) = 62.6

# 9
ORCA calculation (ωB97M-V with the def2-TZVPD basis set) on one molecule with the formula C2HClFN at a distorted geometry.

Structure (ORCA input):
```
! RIJCOSX wB97M-V def2-TZVPD def2/J DEFGRID3
* xyz 0 1
Cl 1.35 0.24 -0.61
F 2.65 0.49 0.79
N -1.77 -1.54 0.47
C -0.30 0.31 -0.44
C -1.06 -0.74 0.05
H -0.88 1.23 -0.26
*
```

Summary:
- gap between HOMO and LUMO (alpha / beta) (Eh) = 0.3255 / 0.3002
- largest force on an atom (eV Å⁻¹) = 2.0
- energy relative to the best compared isomer or geometry (same formula, charge and spin) (kcal per mole) = 84.8

# 10
ORCA calculation (ωB97M-V with the def2-TZVPD basis set) on one molecule with the formula C2HClFN3 at a distorted geometry.

Structure (ORCA input):
```
! RIJCOSX wB97M-V def2-TZVPD def2/J DEFGRID3
* xyz 0 1
Cl -3.86 0.24 0.07
F 0.67 -0.71 1.62
N -1.24 0.44 0.85
N -1.78 -1.27 -0.52
N -0.60 -1.55 -0.32
C -0.10 -0.40 0.50
C -2.21 -0.10 0.21
H 0.48 0.29 -0.10
*
```

Summary:
- SMILES = F[C@H]1N=NC(Cl)=N1
- gap between HOMO and LUMO (Eh) = 0.3556
- largest force on an atom (eV Å⁻¹) = 2.6
- energy relative to the best compared isomer or geometry (same formula, charge and spin) (kcal per mole) = 10.9